No. 1
Formula: C44H50N6O5SeSiSn
Source: the Open Molecules 2025 dataset
Level of theory: the ωB97M-V functional and the def2-TZVPD basis

Properties
DFT total energy   -144673.7883 eV

```
! RIJCOSX wB97M-V def2-TZVPD def2/J DEFGRID3
* xyz -2 1
Sn 0.311 0.863 0.409
O 1.046 5.076 -0.613
C 0.695 3.885 -0.577
N 0.728 3.059 0.461
C 1.324 3.599 1.664
C 0.846 2.867 2.887
C 1.105 3.341 4.170
C 0.699 2.589 5.256
C 0.043 1.384 5.046
C -0.181 0.985 3.744
N 0.201 1.720 2.701
C 0.163 3.256 -1.849
C 0.056 3.998 -3.018
C -0.455 3.376 -4.144
C -0.842 2.044 -4.071
C -0.690 1.366 -2.871
N -0.190 1.975 -1.794
H 1.116 4.669 1.756
H 2.416 3.480 1.637
H 1.631 4.279 4.295
H 0.905 2.933 6.263
H -0.260 0.750 5.868
H -0.652 0.037 3.511
H 0.377 5.030 -2.999
H -0.548 3.924 -5.075
H -1.243 1.518 -4.928
H -0.928 0.303 -2.770
C -1.911 -2.393 2.109
O -0.603 -2.025 1.753
C 0.255 -3.141 1.623
C 1.693 -2.671 1.513
O 2.076 -2.250 0.224
C 2.339 -3.301 -0.673
H -1.918 -2.943 3.062
H -2.379 -3.019 1.337
H -2.498 -1.481 2.209
H -0.046 -3.741 0.753
H 0.167 -3.772 2.521
H 2.354 -3.484 1.851
H 1.827 -1.819 2.182
H 3.080 -3.996 -0.246
H 2.736 -2.858 -1.585
H 1.433 -3.844 -0.955
Se 2.783 1.142 -3.452
N 2.788 0.590 -1.773
C 4.019 0.224 -1.493
C 4.417 -0.282 -0.208
C 5.710 -0.632 -0.039
C 6.675 -0.500 -1.102
C 6.344 -0.029 -2.326
C 4.980 0.354 -2.568
N 4.520 0.832 -3.707
H 3.667 -0.362 0.568
H 6.043 -1.013 0.918
H 7.702 -0.783 -0.900
H 7.070 0.078 -3.122
C -2.543 -2.776 -4.928
Si -1.332 -3.384 -3.569
C -2.391 -4.442 -2.395
C -0.302 -4.647 -4.582
C -0.450 -2.119 -2.698
H -3.028 -3.593 -5.476
H -1.990 -2.166 -5.651
H -3.321 -2.137 -4.499
H -3.094 -5.080 -2.942
H -2.968 -3.817 -1.709
H -1.748 -5.088 -1.789
H -0.917 -5.311 -5.202
H 0.311 -5.261 -3.915
H 0.382 -4.107 -5.245
H -0.420 -2.138 -1.608
H 0.444 -1.666 -3.131
C -6.466 -1.451 -0.768
C -5.475 -1.714 -1.704
C -4.182 -1.253 -1.500
C -3.857 -0.509 -0.366
C -4.860 -0.258 0.573
C -6.151 -0.722 0.374
C -2.447 -0.098 -0.165
C -1.944 1.060 0.287
C -2.808 2.234 0.535
C -3.782 2.606 -0.406
C -4.589 3.715 -0.220
C -4.443 4.509 0.912
C -3.458 4.184 1.833
C -2.645 3.076 1.638
H -7.475 -1.817 -0.920
H -5.702 -2.294 -2.591
H -3.395 -1.467 -2.218
H -4.616 0.314 1.461
H -6.913 -0.525 1.120
H -1.752 -0.886 -0.457
H -3.892 2.011 -1.304
H -5.337 3.962 -0.965
H -5.071 5.380 1.061
H -3.305 4.806 2.709
H -1.869 2.854 2.356
O 2.199 -1.042 4.556
C 3.062 -0.266 4.147
C 4.349 -0.003 4.949
C 5.177 0.831 3.988
C 4.153 1.203 2.903
O 4.383 2.072 2.066
N 3.018 0.461 3.003
H 4.793 -0.950 5.255
H 4.074 0.543 5.855
H 5.968 0.250 3.506
H 5.632 1.730 4.403
*
```

***

No. 2
Formula: C44H51BrGdN7O8S5Si
Source: the Open Molecules 2025 dataset
Level of theory: the ωB97M-V functional and the def2-TZVPD basis

Properties
DFT total energy   -226189.6223 eV

```
! RIJCOSX wB97M-V def2-TZVPD def2/J DEFGRID3
* xyz 0 8
Gd 0.558 0.034 0.491
C -0.013 -6.310 1.978
C 0.819 -5.811 0.839
S 0.154 -4.393 -0.097
C -1.330 -5.005 -0.978
C -2.588 -4.421 -0.385
S -2.035 -3.531 1.113
C -3.173 -4.242 2.433
C -2.364 -5.164 3.328
S -0.626 -4.904 2.974
H 0.519 -6.902 2.732
H -0.847 -6.968 1.665
H 0.984 -6.558 0.051
H 1.857 -5.515 1.166
H -1.362 -6.110 -0.914
H -1.204 -4.741 -2.029
H -3.338 -5.171 -0.150
H -3.164 -3.694 -0.985
H -4.037 -4.655 1.944
H -3.536 -3.391 3.030
H -2.642 -6.206 3.127
H -2.571 -5.093 4.346
O 7.520 -1.946 2.698
N 7.424 -1.549 1.501
O 8.410 -1.508 0.759
C 6.140 -1.250 0.955
C 6.059 -1.122 -0.413
C 4.856 -1.163 -1.131
C 4.749 -1.032 -2.520
C 3.518 -1.237 -3.144
C 2.390 -1.313 -2.341
N 2.424 -1.097 -1.003
C 3.614 -1.126 -0.402
C 3.651 -1.230 1.060
N 2.481 -1.438 1.659
C 2.514 -1.776 2.992
C 3.693 -1.639 3.784
C 4.888 -1.378 3.155
C 4.915 -1.241 1.739
H 6.977 -1.067 -0.961
H 5.634 -0.873 -3.138
H 3.413 -1.283 -4.235
H 1.361 -1.551 -2.744
H 1.597 -2.085 3.488
H 3.647 -1.719 4.866
H 5.844 -1.265 3.687
Br -1.043 -2.179 7.852
C -0.877 -0.768 6.593
C -0.813 0.530 7.094
N -0.450 1.558 6.377
C 0.000 1.375 5.131
C -0.242 0.129 4.480
C -0.690 -0.976 5.232
C 0.022 0.088 3.009
O 0.646 1.033 2.428
O -0.351 -0.971 2.358
H -1.043 0.778 8.145
H 0.441 2.204 4.633
H -0.788 -1.969 4.759
C 3.524 5.143 -1.025
Si 2.274 4.534 0.292
C 3.217 4.120 1.861
C 0.953 5.843 0.665
C 1.529 3.029 -0.460
C 1.215 2.018 -1.032
H 4.184 5.941 -0.591
H 3.140 5.591 -1.953
H 4.147 4.272 -1.300
H 3.358 5.016 2.488
H 4.222 3.731 1.586
H 2.626 3.364 2.423
H 1.302 6.571 1.380
H 0.055 5.375 1.107
H 0.641 6.424 -0.242
O -0.856 4.677 -8.249
S -1.196 3.462 -8.973
O -0.136 2.953 -9.785
O -2.609 3.419 -9.353
C -1.495 1.875 -8.115
N -1.993 0.981 -9.009
C -2.283 -0.212 -8.490
C -2.179 -0.491 -7.152
C -1.611 0.497 -6.303
N -1.269 1.673 -6.809
C -1.316 0.282 -4.911
C -0.276 1.083 -4.378
C 0.072 0.850 -3.051
N -0.435 -0.147 -2.302
C -1.447 -0.867 -2.800
C -1.893 -0.691 -4.097
H -2.528 -0.952 -9.249
H -2.567 -1.390 -6.720
H 0.270 1.807 -4.975
H 0.767 1.546 -2.469
H -1.867 -1.641 -2.141
H -2.652 -1.389 -4.497
C -3.976 2.165 4.397
C -3.843 3.023 3.130
C -2.794 2.596 2.098
S -2.899 0.956 1.275
O -1.561 0.896 0.409
C -4.233 1.458 0.035
C -3.904 1.938 -1.388
C -3.499 3.418 -1.545
H -4.973 2.098 4.767
H -3.343 2.514 5.206
H -3.616 1.162 4.204
H -3.568 4.045 3.382
H -4.837 3.106 2.668
H -1.796 2.695 2.566
H -2.848 3.350 1.279
H -4.866 2.136 0.581
H -4.763 0.519 -0.070
H -4.829 1.796 -1.923
H -3.119 1.292 -1.808
H -4.211 4.019 -0.988
H -3.519 3.711 -2.585
H -2.480 3.614 -1.145
*
```

***

No. 3
Formula: C44H51BrI2N6O4S2SbSn
Source: the Open Molecules 2025 dataset
Level of theory: the ωB97M-V functional and the def2-TZVPD basis

Properties
DFT total energy   -183847.7261 eV

```
! RIJCOSX wB97M-V def2-TZVPD def2/J DEFGRID3
* xyz 3 1
Sn 0.617 0.670 0.501
N -0.128 3.701 -2.507
C -1.220 4.112 -3.412
C -2.549 3.965 -2.664
C -2.917 2.499 -2.428
N -1.903 1.909 -1.473
C -2.945 1.717 -3.736
C -1.643 1.811 -4.530
N -0.600 1.008 -3.862
C -1.241 3.278 -4.694
H -0.074 4.335 -1.715
H 0.769 3.740 -2.979
H -0.967 2.319 -1.771
H -1.099 5.159 -3.709
H -3.347 4.424 -3.249
H -2.505 4.502 -1.711
H -3.893 2.426 -1.945
H -1.852 0.894 -1.569
H -2.100 2.165 -0.489
H -3.756 2.132 -4.337
H -3.199 0.668 -3.551
H -1.830 1.416 -5.535
H 0.280 1.132 -4.353
H -0.834 0.025 -3.965
H -1.974 3.738 -5.360
H -0.275 3.347 -5.203
I 3.011 -0.783 2.012
C 1.831 -0.459 3.749
I -0.251 -0.205 3.386
H 2.186 0.458 4.203
H 1.946 -1.330 4.382
C 2.215 -0.488 -2.274
C 2.315 -1.575 -3.310
C 3.097 -1.415 -4.447
C 3.140 -2.391 -5.436
C 2.383 -3.544 -5.319
C 1.610 -3.748 -4.181
C 1.599 -2.767 -3.192
Sb 0.818 -3.526 -1.411
C 2.457 -4.025 -0.235
C 3.698 -3.598 -0.725
C 4.865 -3.915 -0.051
C 4.789 -4.664 1.113
C 3.561 -5.086 1.595
C 2.368 -4.780 0.944
C 1.088 -5.287 1.549
C -0.335 -5.202 -1.854
C 0.309 -6.398 -1.509
C -0.272 -7.610 -1.834
C -1.494 -7.622 -2.493
C -2.109 -6.434 -2.848
C -1.541 -5.194 -2.557
C -2.225 -3.958 -3.066
H 2.772 -0.735 -1.363
H 1.158 -0.319 -2.036
H 2.614 0.455 -2.644
H 3.687 -0.514 -4.556
H 3.760 -2.239 -6.309
H 2.395 -4.294 -6.097
H 1.040 -4.663 -4.085
H 3.763 -3.041 -1.651
H 5.822 -3.598 -0.440
H 5.692 -4.929 1.647
H 3.521 -5.680 2.500
H 0.987 -4.915 2.570
H 1.098 -6.376 1.603
H 0.199 -4.991 0.997
H 1.266 -6.392 -1.002
H 0.224 -8.535 -1.573
H -1.964 -8.564 -2.743
H -3.051 -6.460 -3.381
H -3.296 -4.006 -2.867
H -2.100 -3.886 -4.148
H -1.843 -3.038 -2.626
Br -6.442 -2.828 2.735
C -4.819 -2.530 1.863
C -3.755 -3.403 2.073
C -2.559 -3.183 1.418
C -2.429 -2.102 0.540
C -3.502 -1.228 0.345
C -4.693 -1.433 1.010
C -1.214 -1.933 -0.247
O -0.135 -2.642 0.128
O -1.100 -1.158 -1.203
H -3.873 -4.245 2.740
H -1.725 -3.850 1.577
H -3.400 -0.385 -0.324
H -5.529 -0.762 0.871
N 3.436 8.629 1.873
C 3.097 7.335 1.747
C 3.202 6.682 0.499
C 2.801 5.380 0.356
C 2.307 4.682 1.465
C 2.235 5.298 2.720
C 2.629 6.603 2.859
S 1.697 3.103 1.272
O 1.826 2.340 2.508
O 2.327 2.435 0.116
N 0.139 3.009 0.798
C -0.896 3.000 1.726
S -0.987 3.786 3.250
C -2.560 3.134 3.486
C -2.912 2.379 2.423
N -1.967 2.295 1.423
H 3.806 9.149 1.097
H 3.399 9.092 2.763
H 3.610 7.218 -0.348
H 2.885 4.886 -0.602
H 1.893 4.743 3.582
H 2.589 7.079 3.830
H -3.122 3.346 4.380
H -3.857 1.869 2.307
*
```

***

No. 4
Formula: C44H51N8NbO4SSeSi
Source: the Open Molecules 2025 dataset
Level of theory: the ωB97M-V functional and the def2-TZVPD basis

Properties
DFT total energy   -152157.1827 eV

```
! RIJCOSX wB97M-V def2-TZVPD def2/J DEFGRID3
* xyz 2 1
Nb -19.789 -6.032 -3.930
O -18.791 -2.636 -0.152
C -19.288 -3.589 -1.110
C -18.358 -3.442 -2.325
C -17.221 -2.666 -2.295
C -16.475 -2.445 -3.514
C -16.817 -3.119 -4.699
C -17.943 -3.954 -4.673
N -18.719 -4.122 -3.505
H -19.415 -2.529 0.571
H -20.303 -3.479 -1.438
H -19.296 -4.662 -0.727
H -16.856 -2.279 -1.383
H -15.733 -1.612 -3.432
H -16.425 -3.017 -5.695
H -18.303 -4.293 -5.674
C -20.970 -6.944 -2.027
Si -22.284 -8.204 -1.512
C -22.014 -9.930 -2.413
N -23.108 -10.318 -3.331
C -24.202 -11.197 -2.776
C -25.560 -10.889 -3.551
C -25.348 -11.013 -5.088
C -23.985 -10.583 -5.626
C -22.997 -9.791 -4.674
C -24.114 -7.545 -1.718
C -25.310 -8.298 -1.667
C -26.571 -7.688 -1.765
C -26.610 -6.357 -1.781
C -25.451 -5.578 -1.660
C -24.245 -6.192 -1.624
C -22.330 -8.563 0.337
C -21.393 -9.507 0.836
C -21.604 -10.157 2.057
C -22.674 -9.783 2.867
C -23.508 -8.806 2.428
C -23.327 -8.081 1.220
H -20.042 -7.193 -1.444
H -21.339 -5.955 -1.621
H -21.870 -10.801 -1.652
H -21.015 -9.905 -2.938
H -24.333 -10.919 -1.756
H -23.919 -12.245 -2.965
H -26.028 -9.924 -3.258
H -26.304 -11.670 -3.357
H -26.088 -10.371 -5.553
H -25.568 -12.065 -5.457
H -24.123 -10.032 -6.585
H -23.365 -11.459 -5.900
H -23.241 -8.733 -4.639
H -21.907 -9.806 -4.923
H -25.232 -9.375 -1.428
H -27.482 -8.278 -1.774
H -27.512 -5.827 -1.764
H -25.590 -4.511 -1.699
H -23.252 -5.679 -1.598
H -20.475 -9.699 0.272
H -21.044 -11.019 2.449
H -22.780 -10.246 3.877
H -24.338 -8.603 3.117
H -24.026 -7.279 0.973
Se -19.468 -8.317 -5.296
C -19.171 -6.656 -6.027
N -19.120 -5.758 -6.938
O -17.569 -7.940 -8.193
C -17.822 -6.852 -8.729
N -18.318 -5.721 -8.016
C -18.245 -4.480 -8.866
O -18.523 -3.357 -8.524
C -17.812 -5.032 -10.179
C -17.616 -4.426 -11.397
C -17.190 -5.245 -12.491
C -17.019 -6.621 -12.407
C -17.175 -7.204 -11.129
C -17.552 -6.432 -10.082
H -17.871 -3.377 -11.585
H -16.930 -4.703 -13.400
H -16.877 -7.314 -13.198
H -17.210 -8.352 -10.951
S -17.724 -7.310 -2.862
C -16.466 -6.143 -2.322
N -16.375 -5.850 -1.027
C -15.202 -5.250 -0.587
C -14.316 -4.704 -1.526
C -14.536 -5.027 -2.859
N -15.524 -5.865 -3.191
H -17.099 -5.855 -0.342
H -15.118 -5.219 0.535
H -13.372 -4.288 -1.191
H -13.888 -4.787 -3.715
C -22.513 -6.480 -6.973
N -22.699 -5.068 -6.492
C -23.238 -4.091 -7.438
C -24.230 -3.155 -6.798
C -23.787 -2.573 -5.497
N -23.004 -3.608 -4.715
C -22.929 -3.368 -3.294
C -22.390 -4.642 -5.256
O -21.522 -5.327 -4.560
H -21.957 -6.554 -7.881
H -23.518 -6.836 -7.045
H -22.018 -7.108 -6.216
H -23.731 -4.627 -8.264
H -22.290 -3.589 -7.808
H -25.204 -3.709 -6.613
H -24.522 -2.321 -7.479
H -24.626 -2.292 -4.835
H -23.001 -1.784 -5.535
H -22.248 -2.536 -3.108
H -22.445 -4.248 -2.739
H -23.893 -3.076 -2.971
*
```